Entry a
{
  "formula": "C4H2N2O",
  "method": "ωB97M-V/def2-TZVPD",
  "total_charge": 0,
  "orbital_gap_ev": 9.28,
  "symbols": ["C", "C", "C", "C", "N", "N", "O", "H", "H"],
  "positions_angstrom": [[0.276, -1.662, -0.014], [1.580, 1.166, -0.080], [-1.517, 0.171, 0.101], [-0.385, -0.457, -0.136], [0.871, -2.626, 0.087], [2.066, 1.792, 0.731], [0.947, 0.510, -0.937], [-1.520, 1.179, -0.397], [-2.319, -0.074, 0.644]]
}

Entry b
{
  "formula": "C4H2N2O",
  "method": "ωB97M-V/def2-TZVPD",
  "total_charge": 0,
  "orbital_gap_ev": 9.64,
  "symbols": ["C", "C", "C", "C", "N", "N", "O", "H", "H"],
  "positions_angstrom": [[-2.611, -0.171, -0.181], [-1.367, -0.045, 0.155], [0.035, 0.084, -0.027], [1.119, 0.901, 0.006], [2.358, 0.194, -0.204], [2.000, -1.065, -0.002], [0.688, -1.092, 0.065], [-3.534, -0.801, -0.174], [1.313, 1.995, 0.361]]
}

Which structure loses on stability? entry b does.

Entry a
{
  "formula": "C2H4O3Si",
  "method": "ωB97M-V/def2-TZVPD",
  "total_charge": 0,
  "orbital_gap_ev": 9.26,
  "symbols": ["C", "Si", "C", "O", "O", "O", "H", "H", "H", "H"],
  "positions_angstrom": [[1.396, -0.863, -0.159], [-0.427, -0.094, 0.031], [-0.864, 1.815, 0.214], [-0.142, 2.704, 0.482], [-1.437, -1.245, 0.674], [-1.504, -0.964, -0.781], [2.104, -0.655, 0.601], [1.084, -1.966, -0.183], [1.726, -0.670, -1.155], [-1.936, 1.937, 0.277]]
}

Entry b
{
  "formula": "C2H4O3Si",
  "method": "ωB97M-V/def2-TZVPD",
  "total_charge": 0,
  "orbital_gap_ev": 8.35,
  "symbols": ["O", "C", "Si", "O", "O", "C", "H", "H", "H", "H"],
  "positions_angstrom": [[-4.994, 2.450, 0.068], [-5.327, 1.349, -0.023], [-4.414, -0.292, 0.193], [-5.357, -1.556, 0.596], [-4.927, -1.469, -0.807], [0.462, -0.042, -0.002], [0.838, -0.047, 1.011], [1.244, -0.352, -0.681], [-0.373, -0.728, -0.077], [0.135, 0.955, -0.267]]
}

Which structure loses on stability? entry b does.

Entry a
{
  "formula": "C2H5ClN2S",
  "method": "ωB97M-V/def2-TZVPD",
  "total_charge": 0,
  "orbital_gap_ev": 9.29,
  "symbols": ["C", "C", "H", "H", "H", "H", "H", "N", "N", "S", "Cl"],
  "positions_angstrom": [[-0.240, -0.500, -0.165], [1.134, -1.134, 0.007], [-1.494, 2.065, 1.007], [-2.172, 0.642, -0.421], [0.569, 1.381, -0.102], [1.406, -2.044, 0.769], [1.344, -1.744, -0.895], [-1.256, 1.748, -0.144], [-0.195, 0.799, -0.016], [-1.700, -1.176, -0.007], [2.603, -0.038, -0.033]]
}

Entry b
{
  "formula": "C2H5ClN2S",
  "method": "ωB97M-V/def2-TZVPD",
  "total_charge": 0,
  "orbital_gap_ev": [8.97, 7.74],
  "symbols": ["C", "C", "N", "N", "S", "Cl", "H", "H", "H", "H", "H"],
  "positions_angstrom": [[1.032, -0.287, 0.574], [0.462, 0.806, -0.364], [0.706, -1.582, 0.226], [-1.916, 0.026, -0.518], [-1.181, 1.194, 0.300], [-3.406, -0.432, -0.095], [2.157, -0.301, 0.574], [0.959, 0.027, 1.704], [0.957, 1.690, -0.383], [0.065, 0.519, -1.397], [0.166, -1.660, -0.620]]
}

Which structure loses on stability? entry b does.

Entry a
{
  "formula": "C5H10OS2",
  "method": "ωB97M-V/def2-TZVPD",
  "total_charge": 0,
  "orbital_gap_ev": 9.49,
  "symbols": ["C", "C", "C", "C", "C", "H", "H", "H", "H", "H", "H", "H", "H", "H", "H", "O", "S", "S"],
  "positions_angstrom": [[-0.060, 0.052, -2.777], [0.080, -0.442, -0.058], [0.701, -1.332, 1.102], [1.248, 0.468, 0.291], [-1.527, 0.843, 1.697], [0.883, 0.488, -2.556], [-0.984, 0.612, -2.495], [-0.178, -0.242, -3.683], [-0.032, -1.401, 1.941], [1.109, -2.274, 0.647], [1.805, 0.523, -0.870], [0.967, 1.452, 0.735], [-0.681, 0.129, 2.285], [-2.496, 0.648, 2.388], [-1.406, 2.022, 1.668], [1.879, -0.425, 1.284], [0.292, -1.392, -1.586], [-1.599, 0.270, -0.014]]
}

Entry b
{
  "formula": "C5H10OS2",
  "method": "ωB97M-V/def2-TZVPD",
  "total_charge": 0,
  "orbital_gap_ev": 9.42,
  "symbols": ["C", "C", "C", "C", "C", "H", "H", "H", "H", "H", "H", "H", "H", "H", "H", "O", "S", "S"],
  "positions_angstrom": [[0.634, -1.359, -0.419], [-0.014, -0.053, -0.041], [-1.343, 0.034, -0.556], [0.602, 1.190, -0.557], [0.685, 2.339, 0.124], [2.344, -2.854, 1.047], [0.503, -1.593, -1.559], [-0.125, -1.910, 0.273], [1.135, 0.181, 1.662], [-1.544, 0.281, -1.640], [-1.976, 0.825, -0.140], [-3.187, -0.716, 1.470], [0.877, 1.158, -1.700], [1.063, 3.294, -0.421], [0.491, 2.263, 1.130], [0.060, -0.013, 1.384], [2.431, -1.686, -0.057], [-2.636, -1.381, 0.002]]
}

Which structure loses on stability? entry b does.